(1)
A cluster of 13 separate species, H26O13 in total, computed with ωB97M-V/def2-TZVPD.

**DFT total energy**: -27036.4030 eV
**Energy above the lowest of the compared OMol25 structures with the same formula, charge and spin**: 127.85 kcal/mol

```
39
H26O13 ωB97M-V/def2-TZVPD
O -2.4673 0.0708 -3.0692
H -3.2373 0.4768 -2.7552
H -2.2513 -0.5242 -2.2702
O 2.0657 2.6178 1.6048
H 1.6437 1.8488 1.5158
H 1.8417 2.9918 0.7178
O 0.2847 0.8418 -3.8442
H 1.1417 1.2928 -3.7912
H 0.3757 0.7238 -2.9852
O 1.4387 -2.1282 -2.4772
H 0.6397 -2.5802 -2.0832
H 1.9607 -1.9732 -1.6872
O 1.6017 -0.2102 1.8118
H 2.3207 -0.2682 1.2568
H 1.8917 -0.5322 2.5818
O -1.4813 2.6868 2.1608
H -1.9333 3.4238 2.5658
H -1.5123 2.6608 1.2408
O -2.7173 -0.4012 -0.1992
H -3.2973 -1.1442 0.1588
H -2.2543 -0.3942 0.5878
O 0.6437 -2.5782 2.8458
H 0.5887 -1.8062 2.4258
H 1.3887 -3.1392 2.5148
O -0.9083 -2.7952 -1.5112
H -0.8763 -3.2112 -0.6432
H -0.8573 -1.8412 -1.2612
O -0.0583 -0.1912 -0.6152
H -0.4923 0.7608 -0.5192
H 0.4987 -0.1782 0.1348
O -1.2293 2.2538 -0.5942
H -0.5403 2.7658 -0.8342
H -1.8933 2.7348 -0.9412
O -1.2393 -0.9242 2.3058
H -2.0203 -0.4482 2.6488
H -0.9283 -1.1372 3.2128
O 3.7497 0.2758 0.1538
H 3.4107 -0.5062 -0.1992
H 4.7087 0.4838 -0.1642
```

Results of the natural (NBO) charge analysis, in e, for atoms 1 through 5: -0.9363 0.4504 0.4819 -0.9100 0.4619


(2)
The molecule C4H8O, computed with ωB97M-V/def2-TZVPD.

**DFT total energy**: -6322.9768 eV
**Structure (SMILES)**: CC1(O)CC1
**Energy above the lowest of the compared OMol25 structures with the same formula, charge and spin**: 50.53 kcal/mol

```
13
C4H8O ωB97M-V/def2-TZVPD
C -1.4253 -0.4765 -0.0305
C -0.0381 0.2771 0.0082
C 1.1805 -0.1787 0.7261
C 1.1189 -0.1213 -0.8228
H -1.3359 -1.6000 -0.4328
H -1.9956 0.1126 -0.7502
H -2.0512 -0.6947 0.9647
H -0.9951 1.9795 0.5165
H 1.7793 0.5188 1.3404
H 1.1707 -1.1602 1.2125
H 1.0180 -0.9721 -1.5593
H 1.7694 0.7093 -1.0800
O -0.1957 1.6063 -0.0928
```

Results of the natural (NBO) charge analysis, in e, for atoms 1 through 5: -0.6459 0.2188 -0.4450 -0.4381 0.2169


(3)
A cluster of 3 separate species, C2H11NO2 in total, computed with ωB97M-V/def2-TZVPD.

**DFT total energy**: -7836.6760 eV
**Structure (SMILES)**: CCN.O.O
**Energy above the lowest of the compared OMol25 structures with the same formula, charge and spin**: 28.83 kcal/mol

```
16
C2H11NO2 ωB97M-V/def2-TZVPD
C -0.0106 -2.3971 -1.2360
C 0.0126 -1.0260 -0.5435
N 1.3398 -0.4670 -0.3488
H 0.9085 -2.3830 -1.8375
H -0.9192 -2.4465 -1.8342
H 0.0829 -3.3467 -0.7197
H -0.4055 -1.2091 0.4511
H -0.6632 -0.3780 -1.0955
H 1.4577 -0.1444 0.6022
H 2.1145 -0.9906 -0.7216
H 0.4707 1.9922 3.5466
H 0.9119 0.4187 3.4798
O 0.8774 1.2771 3.0617
H -2.0770 2.9773 -0.9920
H -2.8616 1.9343 -1.6347
O -1.9439 2.1037 -1.3833
```

Results of the natural (NBO) charge analysis, in e, for atoms 1 through 5: -0.6213 -0.2117 -0.8617 0.1937 0.2069


| no. | orbital gap (eV) | LUMO (Ha) | HOMO (eV) |
| --- | --- | --- | --- |
| 1 | 9.98 | -0.00826 | -10.205 |
| 2 | 10.32 | 0.03439 | -9.380 |
| 3 | 9.25 | 0.02913 | -8.457 |